Version P
{
  "formula": "C3H10N2Si",
  "method": "ωB97M-V/def2-TZVPD",
  "lumo_energy_ev": 0.98,
  "smiles": "[H]/N=C\\C[SiH2]NC",
  "species": ["C", "C", "C", "N", "N", "Si", "H", "H", "H", "H", "H", "H", "H", "H", "H", "H"],
  "positions_angstrom": [[2.38538, -0.21243, 0.15588], [1.36160, -1.08998, 0.77606], [-1.91293, 1.15890, -1.08215], [3.14311, 0.62574, 0.70848], [-0.63507, 0.55866, -0.79222], [-0.47162, -0.73195, 0.32483], [2.50842, -0.32831, -0.91872], [0.13034, 1.20637, -0.92006], [1.57499, -2.11410, 0.47087], [1.46014, -1.04589, 1.86173], [-1.90083, 1.61823, -2.07095], [-2.67128, 0.38047, -1.06624], [-2.20066, 1.92258, -0.35083], [3.01654, 0.71228, 1.71794], [-1.06310, -1.91273, -0.31683], [-1.17204, -0.48582, 1.60006]]
}


Version Q
{
  "formula": "C3H10N2Si",
  "method": "ωB97M-V/def2-TZVPD",
  "lumo_energy_ev": 0.38,
  "species": ["C", "C", "C", "N", "N", "Si", "H", "H", "H", "H", "H", "H", "H", "H", "H", "H"],
  "positions_angstrom": [[-2.25729, -0.57609, 1.14380], [-1.46315, -0.86127, 0.14345], [0.56741, 1.05835, -1.55908], [2.28306, -1.68379, 0.33582], [0.15778, 1.23775, 1.08532], [0.19232, -0.04287, -0.00530], [-3.34721, -0.92624, 0.93098], [-2.04388, 0.01655, 2.00473], [-1.85112, -1.42991, -0.73269], [1.67335, 1.25019, -1.61583], [0.22451, 0.74317, -2.65212], [0.28139, 2.09286, -1.47899], [1.99250, -2.67484, 0.01829], [2.69829, -1.22673, -0.47525], [0.09556, 1.07447, 2.06863], [0.79648, 1.94840, 0.78823]]
}


Version R
{
  "formula": "C3H10N2Si",
  "method": "ωB97M-V/def2-TZVPD",
  "lumo_energy_ev": [-1.09, 0.88],
  "species": ["C", "C", "C", "N", "N", "Si", "H", "H", "H", "H", "H", "H", "H", "H", "H", "H"],
  "positions_angstrom": [[0.65679, -0.82722, 0.16544], [1.19820, 0.64265, 0.41346], [-2.53896, 0.14223, -1.34614], [-0.46801, -0.72936, -0.68146], [-1.75421, -0.40899, -0.26853], [2.22850, 0.86555, 2.10790], [1.37939, -1.62162, -0.12408], [0.32995, -1.12298, 1.13873], [1.74713, 1.08621, -0.39195], [0.27606, 1.13554, 0.56045], [-1.85457, 0.71613, -1.97260], [-3.08162, -0.54722, -2.01360], [-3.22217, 0.76756, -0.92155], [-0.21613, -0.38627, -1.58443], [1.68138, -0.09747, 3.05940], [3.63826, 0.38526, 1.85896]]
}


Result of the stability comparison: version R is the least stable of them.


Version P
{
  "formula": "C4H6S",
  "method": "ωB97M-V/def2-TZVPD",
  "lumo_energy_ev": 1.03,
  "smiles": "S[C@H]1C=CC1",
  "species": ["C", "C", "C", "C", "S", "H", "H", "H", "H", "H", "H"],
  "positions_angstrom": [[0.98385, 0.28838, 0.61986], [0.27127, 1.18454, -0.07716], [0.42007, -0.87700, -0.07057], [-0.62693, -0.02049, -0.67659], [-2.19117, 0.08012, 0.28832], [1.87096, 0.39438, 1.22758], [0.24053, 2.26726, -0.13582], [1.23816, -0.99114, -0.88488], [0.15288, -1.77530, 0.26243], [-0.72823, 0.07729, -1.79816], [-1.63139, -0.62805, 1.24499]]
}


Version Q
{
  "formula": "C4H6S",
  "method": "ωB97M-V/def2-TZVPD",
  "lumo_energy_ev": -0.23,
  "species": ["C", "C", "C", "C", "S", "H", "H", "H", "H", "H", "H"],
  "positions_angstrom": [[-1.54314, -0.24040, 0.48485], [-0.72300, -0.84497, -0.34928], [2.38887, 0.64629, -0.07646], [2.53721, -0.80881, 0.13045], [4.04227, -0.08678, 0.05844], [-1.88553, -0.72147, 1.38551], [-1.92334, 0.75522, 0.31761], [-0.37860, -0.37969, -1.25821], [-0.35762, -1.84031, -0.15508], [2.11913, 1.02005, -1.05628], [2.07567, 1.27366, 0.74869]]
}


Result of the stability comparison: version Q is the least stable of them.


Version P
{
  "formula": "C4H6S",
  "method": "ωB97M-V/def2-TZVPD",
  "lumo_energy_ev": -0.08,
  "smiles": "S=CC1CC1",
  "species": ["C", "C", "C", "C", "H", "H", "H", "H", "H", "H", "S"],
  "positions_angstrom": [[-0.00932, 0.76141, 0.04011], [-0.80322, -0.46480, -0.26134], [0.05279, -1.53594, -0.81270], [-0.91685, -0.86609, -1.67042], [0.02073, 1.56447, -0.77379], [-1.48124, -0.60109, 0.55749], [-0.13907, -2.60310, -0.46549], [1.07627, -1.32560, -0.77186], [-0.70084, -0.09884, -2.41060], [-1.86212, -1.40611, -1.82612], [0.82162, 1.06893, 1.36978]]
}


Version Q
{
  "formula": "C4H6S",
  "method": "ωB97M-V/def2-TZVPD",
  "lumo_energy_ev": 0.85,
  "smiles": "C=C=CCS",
  "species": ["C", "C", "C", "C", "S", "H", "H", "H", "H", "H", "H"],
  "positions_angstrom": [[-0.37651, -0.58625, -0.03216], [-0.21021, 0.17325, 0.98659], [0.71490, -0.93165, -1.00074], [-0.17555, 0.85719, 2.07999], [0.56684, 0.43939, -2.34286], [-1.41987, -0.62619, -0.47792], [1.64022, -0.71402, -0.57366], [0.29330, -1.77690, -1.61121], [-0.66889, 0.71733, -2.17137], [-0.18062, 0.51755, 3.20945], [-0.18359, 1.93031, 1.93388]]
}


Version R
{
  "formula": "C4H6S",
  "method": "ωB97M-V/def2-TZVPD",
  "lumo_energy_ev": [-0.38, -0.45],
  "species": ["C", "C", "C", "C", "S", "H", "H", "H", "H", "H", "H"],
  "positions_angstrom": [[0.47645, -0.75364, 1.55431], [-0.24974, -0.65132, 0.42776], [1.66425, -0.00844, 1.40775], [-0.75226, 0.87315, -1.65642], [0.65725, 0.06959, -0.90366], [0.08566, -1.13771, 2.44024], [-1.33186, -1.04311, 0.12823], [2.46919, -0.34218, 1.99465], [-1.48600, 0.77348, -0.91686], [-1.03099, 0.27936, -2.58295], [-0.50195, 1.94082, -1.89306]]
}


Result of the stability comparison: version R is the least stable of them.


Version P
{
  "formula": "C4H6S",
  "method": "ωB97M-V/def2-TZVPD",
  "lumo_energy_ev": -0.52,
  "smiles": "S=C1CCC1",
  "species": ["C", "C", "C", "C", "H", "H", "H", "H", "H", "H", "S"],
  "positions_angstrom": [[0.19487, -0.12116, 0.16204], [-0.83389, 1.09438, 0.25305], [-1.86415, 0.06572, -0.49823], [-0.99578, -1.05858, 0.22470], [-1.26103, 1.26402, 1.37233], [-0.51455, 2.27655, -0.12727], [-3.17049, 0.18363, -0.25280], [-1.52309, -0.06699, -1.70291], [-0.91718, -2.30037, -0.05094], [-1.38820, -1.06761, 1.46735], [1.86051, -0.01071, -0.09720]]
}


Version Q
{
  "formula": "C4H6S",
  "method": "ωB97M-V/def2-TZVPD",
  "lumo_energy_ev": -1.64,
  "species": ["C", "C", "C", "C", "S", "H", "H", "H", "H", "H", "H"],
  "positions_angstrom": [[-0.03256, 1.41767, 0.02559], [-0.82120, 0.78634, 0.94049], [0.06874, 0.14900, -0.81893], [-0.91722, -0.40963, 0.14746], [0.53942, -2.63423, 1.24059], [0.44110, 2.40502, -0.14213], [-1.32502, 1.25628, 1.74705], [-0.14384, 0.21592, -1.88219], [1.00847, -0.36592, -0.80698], [-1.57961, -1.25580, 0.44703], [1.28347, -3.15278, 0.08378]]
}


Version R
{
  "formula": "C4H6S",
  "method": "ωB97M-V/def2-TZVPD",
  "lumo_energy_ev": -0.04,
  "species": ["C", "C", "C", "C", "H", "H", "H", "H", "H", "H", "S"],
  "positions_angstrom": [[2.28023, -0.65763, -0.11382], [0.97343, 0.22348, -0.03422], [-0.15931, 0.81863, -0.28757], [-1.50813, 0.99217, -0.11187], [2.47856, -0.85010, -1.33937], [3.15899, -0.41882, 0.68698], [2.12823, -1.89895, 0.17718], [-1.82145, 1.46127, -1.08898], [-2.07504, 1.60888, 0.85055], [-2.81571, -0.50271, 1.48312], [-2.63979, -0.77623, -0.22200]]
}


Version S
{
  "formula": "C4H6S",
  "method": "ωB97M-V/def2-TZVPD",
  "lumo_energy_ev": 0.16,
  "species": ["C", "C", "C", "C", "S", "H", "H", "H", "H", "H", "H"],
  "positions_angstrom": [[-0.52749, 1.12444, -0.24212], [0.87766, 1.19946, 0.03702], [-1.71950, 1.09688, 0.33074], [1.20626, -1.59443, 0.05446], [1.97871, 0.06357, 0.24705], [-0.62712, 1.22313, -1.42822], [-2.70327, 1.35655, -0.19253], [-1.74697, 1.04343, 1.36613], [0.26696, -1.60406, 0.40965], [1.85038, -2.27883, 0.54816], [1.14439, -1.63014, -1.13034]]
}


Result of the stability comparison: version R is the least stable of them.